(1)
2 unconnected molecules or ions with the total composition C6H15NO in a non-equilibrium geometry, computed with ωB97M-V with the def2-TZVPD basis set.

Calculated values
HOMO energy = -8.397 eV
SMILES = CC/C=C/NCC.O
orbital gap = 9.402 eV
F_max = 0.03987 hartree/bohr
total charge = 0

Element x y z (Å)
O1 -2.23 -1.98 -1.52
N1 -0.10 -1.37 0.89
C1 1.08 -0.30 2.88
C2 -0.04 0.15 -0.90
C3 -0.12 2.39 -1.74
C4 0.65 -0.74 -0.17
C5 -0.23 -0.42 2.06
C6 0.43 0.97 -2.07
H1 1.96 -0.24 2.23
H2 -1.69 -2.04 -0.73
H3 -0.89 2.70 -2.47
H4 0.54 3.24 -1.59
H5 1.67 -1.09 -0.39
H6 -0.07 0.55 -2.96
H7 -0.95 -0.92 2.71
H8 -0.61 2.48 -0.76
H9 -1.75 -2.02 -2.35
H10 0.21 -2.27 1.24
H11 1.14 0.48 3.63
H12 1.22 -1.26 3.42
H13 -0.60 0.48 1.63
H14 -1.12 0.17 -0.67
H15 1.48 1.04 -2.37


(2)
A single C6H15NO molecule in a non-equilibrium geometry, computed with ωB97M-V with the def2-TZVPD basis set.

Calculated values
HOMO energy = -8.473 eV
SMILES = CCCN(C)CCO
orbital gap = 9.446 eV
F_max = 0.11044 hartree/bohr
total charge = 0

Element x y z (Å)
O1 -1.52 0.89 -2.90
N1 -0.64 -0.33 0.29
C1 -1.51 -0.20 -1.93
C2 0.56 0.14 1.02
C3 -1.14 0.64 -0.76
C4 -1.74 -0.69 1.28
C5 1.81 -0.06 0.20
C6 3.02 -0.02 1.20
H1 0.63 -0.37 2.01
H2 -0.30 1.32 -1.12
H3 -2.48 -0.53 -1.92
H4 -1.29 -1.21 2.15
H5 1.74 -1.04 -0.39
H6 -2.06 0.67 -3.67
H7 -0.77 -0.86 -2.33
H8 4.01 -0.35 0.62
H9 1.88 0.82 -0.58
H10 0.47 1.23 1.31
H11 -2.50 -1.30 0.73
H12 2.85 -0.97 1.94
H13 -2.31 0.06 1.57
H14 3.20 0.91 1.64
H15 -1.90 1.25 -0.33


(3)
2 unconnected molecules or ions with the total composition C6H15NO in a non-equilibrium geometry, computed with ωB97M-V with the def2-TZVPD basis set.

Calculated values
HOMO energy = -9.807 eV
SMILES = CCC(N)=O.CCC
orbital gap = 10.572 eV
F_max = 0.04215 hartree/bohr
total charge = 0

Element x y z (Å)
O1 -3.81 0.22 0.24
N1 -2.36 1.94 0.00
C1 -1.44 -0.17 0.81
C2 -1.76 -1.61 1.12
C3 1.52 -0.08 -0.74
C4 2.09 0.09 0.64
C5 -2.68 0.61 0.31
C6 2.65 0.02 -1.76
H1 2.62 1.03 0.80
H2 3.48 -0.63 -1.49
H3 1.01 -1.05 -0.83
H4 0.76 0.65 -0.99
H5 2.36 -0.38 -2.74
H6 3.04 1.00 -2.03
H7 -1.02 0.44 1.61
H8 2.86 -0.61 1.02
H9 -0.84 -2.17 1.32
H10 -3.01 2.39 -0.64
H11 -1.43 2.10 -0.37
H12 -0.68 -0.06 0.02
H13 -2.26 -2.03 0.25
H14 1.30 0.07 1.42
H15 -2.38 -1.75 2.02


(4)
A single C6H15NO molecule in a non-equilibrium geometry, computed with ωB97M-V with the def2-TZVPD basis set.

Calculated values
HOMO energy = -8.998 eV
SMILES = CC(C)[C@H](C)NCO
orbital gap = 9.931 eV
F_max = 0.03156 hartree/bohr
total charge = 0

Element x y z (Å)
O1 3.02 -0.79 -0.80
N1 0.92 0.32 -0.59
C1 -1.35 0.20 0.32
C2 -0.02 -0.57 0.07
C3 0.54 -1.10 1.40
C4 1.86 -0.26 -1.51
C5 -1.22 1.33 1.33
C6 -1.92 0.65 -1.02
H1 2.28 0.54 -2.11
H2 -1.07 2.28 0.81
H3 1.24 -0.40 1.83
H4 -1.13 0.74 -1.76
H5 -0.44 1.18 2.07
H6 -2.43 1.62 -0.93
H7 1.44 0.86 0.07
H8 3.20 -1.69 -1.08
H9 -2.15 1.46 1.89
H10 1.10 -2.03 1.26
H11 -0.23 -1.35 2.13
H12 -2.70 0.00 -1.39
H13 -0.33 -1.38 -0.59
H14 -1.99 -0.60 0.70
H15 1.37 -1.01 -2.11


(5)
A molecular structure, C6H15NO in a non-equilibrium geometry, computed with ωB97M-V with the def2-TZVPD basis set.

Calculated values
HOMO energy = -6.845 eV
orbital gap = 7.778 eV
F_max = 0.09646 hartree/bohr
total charge = 0

Element x y z (Å)
O1 -1.16 -2.55 0.84
N1 -0.02 -1.93 0.19
C1 -0.75 0.25 -0.03
C2 0.50 -2.83 -0.82
C3 0.32 -0.14 0.82
C4 -0.58 0.50 -1.50
C5 -0.36 1.94 0.90
C6 0.90 2.69 0.54
H1 1.77 2.34 1.11
H2 1.34 0.03 0.51
H3 0.93 -3.74 -0.38
H4 0.10 -0.35 1.86
H5 1.13 2.60 -0.53
H6 -1.02 1.46 -1.79
H7 0.79 3.76 0.75
H8 -0.77 -3.12 1.52
H9 -0.53 1.90 1.98
H10 1.31 -2.32 -1.36
H11 -1.24 2.40 0.46
H12 -1.75 0.03 0.31
H13 0.47 0.51 -1.79
H14 -0.27 -3.13 -1.55
H15 -1.09 -0.29 -2.06


(6)
A single C6H15NO molecule in a non-equilibrium geometry, computed with ωB97M-V with the def2-TZVPD basis set.

Calculated values
HOMO energy = -8.893 eV
SMILES = CCCC[C@H](N)CO
orbital gap = 9.900 eV
F_max = 0.05032 hartree/bohr
total charge = 0

Element x y z (Å)
O1 -2.55 1.50 0.05
N1 -0.63 -0.98 2.01
C1 -0.87 0.08 1.05
C2 1.31 0.47 -0.38
C3 -0.07 -0.24 -0.24
C4 1.92 -0.01 -1.73
C5 3.03 -1.04 -1.61
C6 -2.34 0.32 0.79
H1 -1.84 2.13 0.25
H2 -2.97 -0.51 0.45
H3 1.07 -0.51 -2.21
H4 -1.26 -1.07 2.78
H5 1.02 1.52 -0.34
H6 2.88 -1.87 -2.31
H7 -0.42 0.99 1.49
H8 -0.67 0.16 -1.07
H9 -2.82 0.50 1.78
H10 4.05 -0.80 -1.88
H11 0.29 -1.31 2.20
H12 0.03 -1.31 -0.37
H13 2.33 0.80 -2.34
H14 1.94 0.04 0.40
H15 3.10 -1.53 -0.62


(7)
2 unconnected molecules or ions with the total composition C6H15NO in a non-equilibrium geometry, computed with ωB97M-V with the def2-TZVPD basis set.

Calculated values
HOMO energy = -9.880 eV
SMILES = CC(N)=O.CC(C)C
orbital gap = 10.613 eV
F_max = 0.05649 hartree/bohr
total charge = 0

Element x y z (Å)
O1 1.82 -3.28 2.08
N1 -0.30 -2.62 1.68
C1 -1.54 2.05 -0.20
C2 -0.43 1.15 -0.63
C3 -0.81 -0.15 -1.38
C4 1.07 -2.40 1.73
C5 1.52 -1.05 1.17
C6 0.59 1.84 -1.55
H1 0.07 -0.78 -1.54
H2 -1.12 0.07 -2.39
H3 -0.52 -3.49 2.14
H4 -1.42 2.90 0.47
H5 0.99 -0.93 0.24
H6 0.82 1.26 -2.44
H7 -0.94 -1.85 1.86
H8 1.58 1.99 -1.11
H9 1.48 -0.30 1.95
H10 2.56 -1.36 1.00
H11 -2.29 1.43 0.34
H12 -1.53 -0.75 -0.81
H13 -2.18 2.52 -0.96
H14 0.38 2.87 -1.87
H15 0.19 0.87 0.23


(8)
A gas-phase ion, C6H15NO (charge +1) in a non-equilibrium geometry, computed with ωB97M-V with the def2-TZVPD basis set.

Calculated values
HOMO energy (spin up / spin down) = -14.549 / -14.539 eV
spin multiplicity = 2
orbital gap (spin up / spin down) = 11.509 / 7.009 eV
F_max = 0.04746 hartree/bohr
total charge = +1

Element x y z (Å)
O1 1.33 -1.53 0.46
N1 -0.91 0.03 -0.57
C1 2.82 -0.16 -0.85
C2 1.39 -0.63 -0.62
C3 -2.12 0.56 0.02
C4 0.38 0.51 -0.25
C5 0.55 1.00 1.19
C6 -3.04 -0.56 0.56
H1 -2.61 1.09 -0.80
H2 3.24 0.29 0.04
H3 -1.87 1.36 0.71
H4 3.36 -1.00 -1.26
H5 1.01 -1.07 -1.54
H6 -2.93 -0.57 1.62
H7 -1.04 -0.17 -1.57
H8 0.73 1.35 -0.88
H9 -4.06 -0.49 0.23
H10 1.50 -2.46 0.23
H11 -2.57 -1.51 0.33
H12 2.80 0.61 -1.63
H13 0.23 0.24 1.90
H14 0.17 2.01 1.31
H15 1.63 1.08 1.38


Number 6 is which compound?
C6H15NO


Among the records above, which one has the highest F_max?
number 2


Please write out number 5 again, unchanged.
A molecular structure, C6H15NO in a non-equilibrium geometry, computed with ωB97M-V with the def2-TZVPD basis set.

Calculated values
HOMO energy = -6.845 eV
orbital gap = 7.778 eV
F_max = 0.09646 hartree/bohr
total charge = 0

Element x y z (Å)
O1 -1.16 -2.55 0.84
N1 -0.02 -1.93 0.19
C1 -0.75 0.25 -0.03
C2 0.50 -2.83 -0.82
C3 0.32 -0.14 0.82
C4 -0.58 0.50 -1.50
C5 -0.36 1.94 0.90
C6 0.90 2.69 0.54
H1 1.77 2.34 1.11
H2 1.34 0.03 0.51
H3 0.93 -3.74 -0.38
H4 0.10 -0.35 1.86
H5 1.13 2.60 -0.53
H6 -1.02 1.46 -1.79
H7 0.79 3.76 0.75
H8 -0.77 -3.12 1.52
H9 -0.53 1.90 1.98
H10 1.31 -2.32 -1.36
H11 -1.24 2.40 0.46
H12 -1.75 0.03 0.31
H13 0.47 0.51 -1.79
H14 -0.27 -3.13 -1.55
H15 -1.09 -0.29 -2.06